Density functional theory data (the ωB97M-V functional and the def2-TZVPD basis) for an isolated molecule of C3H3ClF2.

XYZ file:
```
9
Properties=species:S:1:pos:R:3:forces:R:3:mulliken_charge:R:1
F -0.5051 -1.5693 0.8169 0.31 -2.09 0.67 -0.216
C -0.6299 -0.6186 -0.0413 -0.30 4.19 -1.53 0.630
F -1.7445 -0.9020 -0.8992 2.16 1.05 1.68 -0.291
C -0.2422 0.7531 0.6465 -1.29 1.12 -6.79 -0.681
C 0.6552 0.1587 -0.5047 -0.88 -3.52 1.69 -0.214
Cl 2.0978 -0.8690 -0.2096 -0.02 0.54 0.37 -0.201
H 0.1403 0.7730 1.5990 0.50 0.06 2.14 0.354
H -0.6146 1.7349 0.0747 0.30 -2.14 2.10 0.238
H 0.8431 0.5392 -1.4823 -0.80 0.79 -0.33 0.381
```
Positions in Å, forces in eV/Å.

The energy above the lowest of the compared OMol25 structures with the same formula, charge and spin comes out at 43.34 kcal/mol. Its HOMO-LUMO gap is 0.4087 hartree. Its structure (SMILES) is FC1(F)C[C@H]1Cl.